No. 1
The following is a quantum chemistry calculation of a gas-phase ion, C4H13N2 (charge +1), from OMol25.

* Kohn-Sham gap: 12.023 eV
* LUMO level: -2.888 eV
* electronic energy: -7332.1846 eV
* charge: +1
* relative energy (zero: lowest compared OMol25 entry of this formula, charge and spin): 30.0 kcal per mole
* 2S+1: 1

```
19
C4H13N2 ωB97M-V/def2-TZVPD
C -1.69 0.84 0.33
C -0.45 -1.40 0.47
C 2.09 -0.06 -0.07
C -0.60 -0.01 -0.16
N -0.49 0.20 -1.53
N 0.96 0.74 0.35
H -1.66 1.85 0.03
H -1.79 0.81 1.41
H -2.55 0.28 -0.05
H 0.54 -1.82 0.26
H -1.23 -2.15 0.24
H -0.46 -1.37 1.58
H 2.01 -0.36 -1.12
H 3.00 0.52 0.16
H 2.17 -1.02 0.44
H -1.40 0.50 -2.01
H -0.15 -0.59 -2.02
H 1.00 0.93 1.30
H 0.97 1.57 -0.17
```

Atom charges from the Mulliken analysis, given in e for atoms 1 to 5: number 1, C, carries -1.683; number 2, C, carries -1.322; number 3, C, carries -0.949; number 4, C, carries 1.138; number 5, N, carries -0.548

No. 2
The following is a quantum chemistry calculation of a gas-phase ion, C4H13N2 (charge +1), from OMol25.

* Kohn-Sham gap: 10.495 eV
* LUMO level: -3.234 eV
* electronic energy: -7332.3480 eV
* charge: +1
* relative energy (zero: lowest compared OMol25 entry of this formula, charge and spin): 26.3 kcal per mole
* 2S+1: 1

```
19
C4H13N2 ωB97M-V/def2-TZVPD
C 1.35 0.68 0.28
N 2.64 0.07 0.03
C 0.20 -0.12 -0.25
N -1.10 0.70 0.08
C -2.36 0.19 -0.55
C 0.07 -1.50 0.34
H 1.16 1.08 1.29
H 1.34 1.57 -0.40
H 3.28 0.74 -0.35
H 3.06 -0.28 0.88
H 0.11 -0.19 -1.34
H -1.13 0.88 1.08
H -0.92 1.57 -0.41
H -3.23 0.81 -0.32
H -2.14 0.22 -1.61
H -2.55 -0.82 -0.22
H 1.04 -1.98 0.19
H -0.13 -1.47 1.41
H -0.68 -2.13 -0.14
```

Atom charges from the Mulliken analysis, given in e for atoms 1 to 5: number 1, C, carries -0.671; number 2, N, carries -0.544; number 3, C, carries 0.290; number 4, N, carries -0.259; number 5, C, carries -0.794

No. 3
The following is a quantum chemistry calculation of 2 unconnected molecules or ions with the total composition C4H13N2O, from OMol25.

* Kohn-Sham gap: 7.170 eV
* LUMO level: 4.402 eV
* electronic energy: -9385.2882 eV
* charge: -1
* relative energy (zero: lowest compared OMol25 entry of this formula, charge and spin): 36.3 kcal per mole
* 2S+1: 1

```
20
C4H13N2O ωB97M-V/def2-TZVPD
C 1.45 0.79 1.13
N 1.40 -0.69 0.92
C 0.05 -1.19 1.23
C 1.79 -0.98 -0.51
H 1.38 0.90 2.23
H 0.64 1.32 0.57
H 2.43 1.13 0.69
H 0.02 -2.29 0.97
H -0.09 -1.00 2.33
H -0.62 -0.54 0.65
H 1.87 -2.04 -0.62
H 2.75 -0.53 -0.75
H 1.03 -0.52 -1.14
N -2.35 -0.16 -0.64
C -1.66 1.17 -0.78
O -0.40 1.02 -1.23
H -3.38 -0.07 -0.85
H -1.88 -0.74 -1.38
H -2.29 1.80 -1.43
H -1.75 1.56 0.24
```

Atom charges from the Mulliken analysis, given in e for atoms 1 to 5: number 1, C, carries -0.761; number 2, N, carries -0.231; number 3, C, carries -0.404; number 4, C, carries -0.770; number 5, H, carries 0.269

No. 4
The following is a quantum chemistry calculation of 2 unconnected molecules or ions with the total composition C4H13N2O, from OMol25.

* Kohn-Sham gap: 8.052 eV
* LUMO level: -4.966 eV
* electronic energy: -9379.0538 eV
* charge: +1
* relative energy (zero: lowest compared OMol25 entry of this formula, charge and spin): 58.3 kcal per mole
* 2S+1: 1

```
20
C4H13N2O ωB97M-V/def2-TZVPD
N 1.47 -2.68 -2.05
C 0.53 -1.60 -1.73
O 1.11 -0.31 -1.50
H 2.03 -2.32 -2.81
H 2.14 -2.72 -1.28
H -0.20 -1.53 -2.54
H 0.01 -1.88 -0.81
H 1.68 -0.12 -2.25
C -0.65 2.08 -0.06
C -1.01 0.78 0.64
C -0.39 0.21 2.99
N -0.95 0.95 2.12
H -1.35 2.88 0.19
H 0.37 2.36 0.21
H -0.65 1.87 -1.12
H -2.04 0.48 0.44
H -0.29 0.01 0.40
H -0.49 0.51 4.02
H 0.15 -0.67 2.65
H -1.46 1.72 2.49
```

Atom charges from the Mulliken analysis, given in e for atoms 1 to 5: number 1, N, carries -0.616; number 2, C, carries -0.209; number 3, O, carries -0.545; number 4, H, carries 0.242; number 5, H, carries 0.269

No. 5
The following is a quantum chemistry calculation of a gas-phase ion, C4H13N2O (charge +1), from OMol25.

* Kohn-Sham gap: 11.340 eV
* LUMO level: -2.767 eV
* electronic energy: -9380.3224 eV
* charge: +1
* relative energy (zero: lowest compared OMol25 entry of this formula, charge and spin): 29.1 kcal per mole
* 2S+1: 1

```
20
C4H13N2O ωB97M-V/def2-TZVPD
C -0.60 0.07 -1.83
O 0.35 -0.61 -2.64
C -0.13 -0.28 -0.43
C -0.98 0.40 0.64
C -0.71 -0.24 2.00
N 0.63 0.24 2.40
N 1.26 0.32 -0.30
H -0.67 1.15 -1.98
H -1.59 -0.32 -2.04
H 0.08 -0.90 -3.52
H 0.00 -1.34 -0.26
H -0.68 1.45 0.72
H -2.05 0.35 0.43
H -1.47 -0.02 2.74
H -0.64 -1.32 1.91
H 0.59 1.19 2.75
H 1.15 -0.34 3.05
H 1.37 0.38 0.76
H 1.18 1.28 -0.66
H 2.01 -0.10 -0.84
```

Atom charges from the Mulliken analysis, given in e for atoms 1 to 5: number 1, C, carries -0.688; number 2, O, carries -0.513; number 3, C, carries -0.136; number 4, C, carries -0.796; number 5, C, carries -0.533

No. 6
The following is a quantum chemistry calculation of 2 unconnected molecules or ions with the total composition C4H13N2O, from OMol25.

* Kohn-Sham gap: 8.437 eV
* LUMO level: -3.088 eV
* electronic energy: -9378.6837 eV
* charge: +1
* relative energy (zero: lowest compared OMol25 entry of this formula, charge and spin): 66.9 kcal per mole
* 2S+1: 1

```
20
C4H13N2O ωB97M-V/def2-TZVPD
C -1.33 0.70 0.05
C -0.40 0.83 -1.14
C 0.04 -0.52 -1.58
C 1.33 -0.80 -1.85
N 1.75 -2.16 -1.69
N -0.73 0.05 1.27
H -1.75 1.66 0.32
H -2.18 0.08 -0.22
H 0.40 1.56 -1.04
H -1.04 1.35 -1.87
H -0.71 -1.28 -1.83
H 2.00 -0.24 -2.50
H 1.10 -2.81 -2.11
H 2.71 -2.39 -1.91
H -1.34 -0.76 1.41
H -0.69 0.61 2.14
H 0.18 -0.40 1.13
H 0.89 1.80 3.90
H -0.40 1.28 4.13
O 0.18 1.44 3.37
```

Atom charges from the Mulliken analysis, given in e for atoms 1 to 5: number 1, C, carries -0.635; number 2, C, carries -0.579; number 3, C, carries -0.559; number 4, C, carries 0.023; number 5, N, carries -0.502

No. 7
The following is a quantum chemistry calculation of 2 unconnected molecules or ions with the total composition C4H13N2O, from OMol25.

* Kohn-Sham gap: 11.213 eV
* LUMO level: -2.855 eV
* electronic energy: -9379.6062 eV
* charge: +1
* relative energy (zero: lowest compared OMol25 entry of this formula, charge and spin): 45.6 kcal per mole
* 2S+1: 1

```
20
C4H13N2O ωB97M-V/def2-TZVPD
C 0.01 -0.77 -1.23
C -0.45 -1.09 0.20
C 0.44 -0.53 1.41
C 2.44 0.47 1.95
N 1.57 0.29 1.03
N 0.21 0.71 -1.42
H 0.95 -1.25 -1.47
H -0.73 -0.99 -2.00
H -0.61 -2.17 0.25
H -1.44 -0.69 0.43
H 0.78 -1.49 1.84
H -0.15 -0.09 2.21
H 2.30 0.13 2.97
H 3.30 1.09 1.72
H -0.62 1.26 -1.16
H 0.43 1.02 -2.37
H 0.93 1.02 -0.73
H -3.34 1.30 -0.57
H -3.34 0.69 -1.84
O -2.67 1.10 -1.24
```

Atom charges from the Mulliken analysis, given in e for atoms 1 to 5: number 1, C, carries -0.591; number 2, C, carries -0.658; number 3, C, carries -0.607; number 4, C, carries -0.358; number 5, N, carries -0.353

No. 8
The following is a quantum chemistry calculation of 2 unconnected molecules or ions with the total composition C4H13N2O, from OMol25.

* Kohn-Sham gap: 11.112 eV
* LUMO level: -3.150 eV
* electronic energy: -9379.9717 eV
* charge: +1
* relative energy (zero: lowest compared OMol25 entry of this formula, charge and spin): 37.2 kcal per mole
* 2S+1: 1

```
20
C4H13N2O ωB97M-V/def2-TZVPD
C -1.04 1.37 -1.12
C -1.82 0.56 1.06
C 2.83 0.46 0.18
C 0.51 0.53 0.51
N 0.30 -2.15 -0.35
N -0.70 0.80 0.17
O 1.51 0.80 -0.26
H -0.14 1.47 -1.73
H -1.75 0.71 -1.62
H -1.50 2.35 -0.99
H -2.65 0.14 0.49
H -1.54 -0.13 1.85
H -2.15 1.51 1.50
H 3.51 0.85 -0.58
H 2.94 -0.62 0.25
H 3.05 0.93 1.14
H 0.69 0.08 1.49
H 1.12 -2.37 -0.91
H -0.51 -2.37 -0.94
H 0.28 -2.84 0.40
```

Atom charges from the Mulliken analysis, given in e for atoms 1 to 5: number 1, C, carries -0.911; number 2, C, carries -0.852; number 3, C, carries -0.733; number 4, C, carries 0.311; number 5, N, carries -0.710

No. 9
The following is a quantum chemistry calculation of 2 unconnected molecules or ions with the total composition C4H13N2O, from OMol25.

* Kohn-Sham gap: 9.147 eV
* LUMO level: -4.586 eV
* electronic energy: -9377.6650 eV
* charge: +1
* relative energy (zero: lowest compared OMol25 entry of this formula, charge and spin): 90.4 kcal per mole
* 2S+1: 1

```
20
C4H13N2O ωB97M-V/def2-TZVPD
C 1.01 0.18 1.79
C -0.68 1.95 -1.34
C -0.19 -1.76 0.38
C 0.62 -0.51 0.51
N -0.76 -1.86 -0.88
N -1.01 1.18 -0.14
O 1.40 -0.30 -0.57
H 0.71 -0.62 2.53
H 2.06 0.31 1.69
H 0.28 1.03 2.09
H -1.04 1.36 -2.28
H -0.90 3.07 -1.50
H 0.40 1.93 -1.53
H -0.90 -1.80 1.19
H 0.67 -2.43 0.59
H -0.83 -2.88 -1.20
H -0.40 -1.33 -1.67
H -0.73 1.66 0.61
H -1.93 0.69 0.04
H 2.22 0.15 -0.31
```

Atom charges from the Mulliken analysis, given in e for atoms 1 to 5: number 1, C, carries -0.916; number 2, C, carries -0.764; number 3, C, carries -0.402; number 4, C, carries 0.488; number 5, N, carries -0.518

No. 10
The following is a quantum chemistry calculation of 2 unconnected molecules or ions with the total composition C4H13N2O, from OMol25.

* Kohn-Sham gap: 9.218 eV
* LUMO level: -3.176 eV
* electronic energy: -9379.9827 eV
* charge: +1
* relative energy (zero: lowest compared OMol25 entry of this formula, charge and spin): 36.9 kcal per mole
* 2S+1: 1

```
20
C4H13N2O ωB97M-V/def2-TZVPD
C 2.08 -0.97 -0.49
C 1.16 0.25 -0.63
C -0.29 -0.09 -0.38
C -1.24 0.00 -1.33
N -2.57 -0.26 -1.22
N -0.58 -0.62 0.97
H 1.69 -1.87 -0.96
H 2.42 -1.21 0.52
H 3.00 -0.76 -1.05
H 1.51 1.05 0.02
H 1.23 0.62 -1.65
H -0.90 0.34 -2.29
H -3.02 -0.69 -0.43
H -3.14 -0.16 -2.03
H 0.26 -1.05 1.34
H -0.78 0.15 1.62
H -1.37 -1.25 0.85
H -0.46 2.49 2.62
H 0.94 2.19 2.36
O 0.07 1.83 2.15
```

Atom charges from the Mulliken analysis, given in e for atoms 1 to 5: number 1, C, carries -1.266; number 2, C, carries -0.584; number 3, C, carries 0.093; number 4, C, carries -0.057; number 5, N, carries -0.418

- Which value of relative energy (zero: lowest compared OMol25 entry of this formula, charge and spin) does entry 6 give?
  66.9 kcal per mole

- Which of these has the lowest electronic energy?
  number 3

- Among the records above, which one has the highest relative energy (zero: lowest compared OMol25 entry of this formula, charge and spin)?
  number 9

Please write out number 8 again, unchanged.
The following is a quantum chemistry calculation of 2 unconnected molecules or ions with the total composition C4H13N2O, from OMol25.

* Kohn-Sham gap: 11.112 eV
* LUMO level: -3.150 eV
* electronic energy: -9379.9717 eV
* charge: +1
* relative energy (zero: lowest compared OMol25 entry of this formula, charge and spin): 37.2 kcal per mole
* 2S+1: 1

```
20
C4H13N2O ωB97M-V/def2-TZVPD
C -1.04 1.37 -1.12
C -1.82 0.56 1.06
C 2.83 0.46 0.18
C 0.51 0.53 0.51
N 0.30 -2.15 -0.35
N -0.70 0.80 0.17
O 1.51 0.80 -0.26
H -0.14 1.47 -1.73
H -1.75 0.71 -1.62
H -1.50 2.35 -0.99
H -2.65 0.14 0.49
H -1.54 -0.13 1.85
H -2.15 1.51 1.50
H 3.51 0.85 -0.58
H 2.94 -0.62 0.25
H 3.05 0.93 1.14
H 0.69 0.08 1.49
H 1.12 -2.37 -0.91
H -0.51 -2.37 -0.94
H 0.28 -2.84 0.40
```

Atom charges from the Mulliken analysis, given in e for atoms 1 to 5: number 1, C, carries -0.911; number 2, C, carries -0.852; number 3, C, carries -0.733; number 4, C, carries 0.311; number 5, N, carries -0.710